# 1
{
  "formula": "C19H27BCuNO2P",
  "method": "wB97M-V/def2-TZVPD",
  "homo_ha": [-0.24474, -0.24362],
  "homo_lumo_gap_ev": [6.474, 4.790],
  "de_lowest_ev": 0.0000,
  "multiplicity": 2,
  "elements": ["C", "C", "C", "C", "C", "C", "C", "C", "N", "Cu", "C", "P", "H", "H", "H", "H", "H", "H", "H", "H", "C", "C", "H", "C", "C", "H", "H", "H", "H", "H", "H", "H", "H", "H", "H", "H", "H", "H", "H", "O", "B", "O", "C", "C", "C", "C", "C", "C", "H", "H", "H", "H"],
  "xyz": [[-2.703, 2.859, -2.281], [-1.880, 2.932, -1.162], [-1.067, 1.838, -0.794], [-1.010, 0.734, -1.646], [-1.949, 0.608, -2.678], [-2.747, 1.698, -3.046], [-0.284, 1.942, 0.484], [-1.155, 2.355, 1.715], [-2.116, 1.399, 2.199], [0.450, -0.574, -1.613], [-2.111, -0.746, -3.316], [-1.139, -1.853, -2.205], [-1.860, 3.835, -0.548], [-3.415, 1.604, -3.906], [-3.331, 3.710, -2.545], [-1.679, -0.818, -4.327], [-3.152, -1.096, -3.349], [0.260, 1.012, 0.702], [0.470, 2.742, 0.382], [-0.465, 2.529, 2.560], [-1.090, -3.419, -3.063], [-2.319, -2.143, -0.861], [-1.695, 3.289, 1.503], [-3.475, 1.419, 1.759], [-1.620, 0.233, 2.879], [1.672, -0.581, -0.503], [-4.164, 1.572, 2.610], [-3.626, 2.235, 1.038], [-3.755, 0.457, 1.292], [-1.474, 0.442, 3.952], [-2.339, -0.592, 2.788], [-0.642, -0.074, 2.474], [-3.285, -2.453, -1.277], [-1.897, -2.935, -0.233], [-2.448, -1.243, -0.252], [-1.916, -3.475, -3.784], [-0.129, -3.507, -3.582], [-1.177, -4.215, -2.314], [1.661, -2.282, 0.038], [2.503, -0.858, 1.601], [2.376, -1.334, 0.204], [3.733, -1.390, -0.401], [4.548, -0.982, 0.576], [5.935, -0.873, 0.542], [6.611, -0.544, 1.713], [5.917, -0.345, 2.906], [4.525, -0.433, 2.960], [3.827, -0.709, 1.785], [6.464, -1.065, -0.384], [7.697, -0.463, 1.697], [6.477, -0.131, 3.815], [3.988, -0.309, 3.897]],
  "lowdin_spin": [-0.0077, 0.0156, 0.0403, 0.2725, 0.0264, 0.0109, 0.0074, -0.0004, 0.0002, 0.3812, 0.0014, 0.1202, 0.0028, 0.0019, -0.0004, 0.0003, 0.0002, 0.0012, -0.0004, 0.0001, 0.0436, 0.0081, 0.0001, -0.0001, 0.0000, 0.0050, 0.0000, 0.0001, 0.0000, 0.0000, 0.0000, 0.0000, 0.0012, 0.0009, 0.0007, 0.0071, 0.0020, 0.0004, 0.0151, 0.0076, 0.0197, 0.0092, 0.0005, 0.0010, 0.0010, 0.0015, 0.0006, 0.0008, 0.0000, 0.0000, 0.0001, 0.0000]
}

# 2
{
  "formula": "C4H16N2O4",
  "method": "wB97M-V/def2-TZVPD",
  "smiles": "CC[C@@H](N)C(N)=O.O.O.O",
  "homo_ha": -0.33865,
  "homo_lumo_gap_ev": 9.187,
  "de_lowest_ev": 2.1509,
  "multiplicity": 1,
  "elements": ["C", "C", "C", "N", "C", "N", "O", "H", "H", "H", "H", "H", "H", "H", "H", "H", "H", "O", "H", "H", "O", "H", "H", "O", "H", "H"],
  "xyz": [[-0.703, 2.595, 0.361], [-0.374, 1.768, 1.601], [-0.257, 0.273, 1.175], [0.022, -0.706, 2.190], [-1.410, -0.229, 0.303], [-1.519, -1.605, 0.132], [-2.223, 0.448, -0.308], [-0.590, 3.700, 0.543], [-1.704, 2.598, 0.098], [-0.235, 2.117, -0.417], [0.599, 2.150, 1.989], [-1.124, 1.740, 2.353], [0.603, 0.219, 0.415], [-0.763, -0.645, 2.861], [0.932, -0.436, 2.552], [-0.817, -2.049, 0.495], [-2.100, -2.122, -0.369], [2.844, -1.326, -0.373], [2.973, -2.294, -0.153], [3.642, -0.913, 0.105], [0.908, 1.826, -2.843], [1.791, 2.059, -2.459], [0.774, 0.907, -2.778], [0.991, -2.539, -1.445], [1.902, -2.682, -1.707], [0.890, -1.887, -0.672]],
  "lowdin_charge": [-0.1020, -0.1747, -0.3643, 0.0427, -0.4365, 0.2075, 0.0480, 0.1001, 0.0394, 0.0228, 0.1174, 0.0959, 0.1540, 0.1063, 0.0819, -0.0049, 0.0630, -0.1265, 0.0750, 0.0959, -0.0486, 0.0634, -0.0014, -0.1045, 0.0128, 0.0374]
}